# 1
This record from OMol25 describes the ion C5H10N with charge +1. The level of theory is ωB97M-V/def2-TZVPD.

## Properties
E_tot = -250.8463 a.u.
total charge = +1
molar mass = 84.1 g/mol
SMILES string = C[N@H+]1[C@@H]2C[C@@]21C
relative energy (zero: lowest compared OMol25 entry of this formula, charge and spin) = 417.5 kJ/mol
spin multiplicity = 1
HOMO = -0.5671 Eh

Last column: Mulliken charge in e.
Atoms and positions in Å:
C: 0.76906 -1.64675 -0.30010  -0.978
N: -0.39281 -0.81767 -0.31904  -0.050
C: -1.15322 -0.23171 0.83986  0.097
C: -1.76758 0.88443 -0.11645  -0.757
C: -0.32187 0.57936 0.09643  0.297
C: 1.36063 1.42801 0.11017  -0.938
H: 1.34951 -1.59353 0.60314  0.402
H: 0.45885 -2.68092 -0.49075  0.324
H: 1.48330 -1.31636 -1.08729  0.385
H: -1.01334 -0.89208 -1.15931  0.289
H: -1.46791 -0.66002 1.84528  0.347
H: -2.47060 0.81721 -0.90428  0.308
H: -1.90904 1.76489 0.59494  0.237
H: 1.76105 1.45833 1.08786  0.333
H: 1.44057 2.26410 -0.41258  0.397
H: 1.87339 0.64272 -0.38788  0.306

# 2
This record from OMol25 describes a cluster of 2 separate species, C5H10N in total. The level of theory is ωB97M-V/def2-TZVPD.

## Properties
E_tot = -250.9323 a.u.
total charge = +1
molar mass = 84.1 g/mol
relative energy (zero: lowest compared OMol25 entry of this formula, charge and spin) = 191.6 kJ/mol
spin multiplicity = 1
HOMO = -0.4817 Eh

Last column: Mulliken charge in e.
Atoms and positions in Å:
C: -0.76380 1.52782 1.42170  -0.658
C: -1.00398 1.04315 0.20657  -0.235
C: -0.15270 1.32266 -0.94663  -0.181
C: 0.07914 0.53494 -1.99678  -0.703
H: 0.02100 2.26595 1.54975  0.261
H: -1.39149 1.34987 2.27824  0.312
H: -1.78521 0.29385 0.12530  0.396
H: 0.40830 2.24136 -0.85966  0.254
H: 0.77448 0.85074 -2.75756  0.255
H: -0.39781 -0.41924 -2.19331  0.342
C: 1.13545 -2.26288 1.08456  -0.081
N: 0.49842 -1.67064 0.15748  -0.032
H: 1.36152 -1.72580 1.99681  0.274
H: 1.44251 -3.29508 0.97823  0.272
H: 0.09096 -2.17562 -0.62450  0.283
H: 0.45237 -0.64243 0.09041  0.238

# 3
This record from OMol25 describes the ion C5H10N with charge +1. The level of theory is ωB97M-V/def2-TZVPD.

## Properties
E_tot = -250.9406 a.u.
total charge = +1
molar mass = 84.1 g/mol
SMILES string = C=C1C[NH2+][C@@H]1C
relative energy (zero: lowest compared OMol25 entry of this formula, charge and spin) = 169.7 kJ/mol
spin multiplicity = 1
HOMO = -0.5295 Eh

Last column: Mulliken charge in e.
Atoms and positions in Å:
C: -0.81714 -0.68368 -1.95867  -1.038
C: -0.34250 -0.58676 -0.77940  0.691
C: -0.65370 -1.33750 0.47319  -0.623
N: 0.28004 -0.51969 1.26020  -0.103
C: 0.70724 0.20176 -0.05283  -0.105
C: 0.59581 1.65847 0.17820  -1.295
H: -0.75507 -0.07395 -2.81508  0.324
H: -1.41245 -1.53779 -2.12747  0.275
H: -1.64838 -1.42768 0.92467  0.348
H: -0.38212 -2.46139 0.47704  0.312
H: -0.19389 0.10809 1.95582  0.366
H: 0.89204 -1.02639 1.79490  0.280
H: 1.62606 -0.15473 -0.35798  0.460
H: -0.46650 1.68409 0.42472  0.440
H: 0.79501 2.21393 -0.75763  0.332
H: 1.39188 2.04378 0.86240  0.335

# 4
This record from OMol25 describes a cluster of 2 separate species, C5H10N in total. The level of theory is ωB97M-V/def2-TZVPD.

## Properties
E_tot = -250.8683 a.u.
total charge = +1
molar mass = 84.1 g/mol
relative energy (zero: lowest compared OMol25 entry of this formula, charge and spin) = 359.7 kJ/mol
spin multiplicity = 1
HOMO = -0.5043 Eh

Last column: Mulliken charge in e.
Atoms and positions in Å:
C: 1.78649 -0.71267 -0.38328  -0.449
C: 0.42162 -1.05840 -0.64812  -0.390
C: -0.16978 -0.71770 0.65630  0.057
C: 0.77444 0.29071 0.27731  0.478
C: 0.58897 1.74591 0.09846  -1.194
N: -2.19260 -0.38277 0.24693  -0.753
H: 2.35368 -1.36983 0.29949  0.227
H: 2.63558 -0.36839 -0.99474  0.317
H: -0.02046 -1.21784 -1.64401  0.315
H: -0.54084 -1.26967 1.51554  0.437
H: 1.37209 2.17214 -0.68663  0.308
H: 0.88704 2.28860 1.03139  0.346
H: -0.37177 2.00717 -0.32256  0.321
H: -2.60104 0.09177 1.04930  0.304
H: -2.47253 -1.48556 0.17946  0.367
H: -2.45088 -0.01346 -0.67484  0.309

# 5
This record from OMol25 describes the ion C5H10N with charge +1. The level of theory is ωB97M-V/def2-TZVPD.

## Properties
E_tot = -250.7963 a.u.
total charge = +1
molar mass = 84.1 g/mol
relative energy (zero: lowest compared OMol25 entry of this formula, charge and spin) = 548.6 kJ/mol
spin multiplicity = 1
HOMO (spin up / spin down) = -0.4434 / -0.4879 Eh

Last column: Mulliken charge in e.
Atoms and positions in Å:
C: 1.12040 -0.14172 -1.82237  -0.324
C: 2.13011 0.62762 -2.01102  -0.602
C: 0.41323 -0.87522 -0.65315  -0.566
C: -0.45584 -0.33667 0.51241  0.400
C: -0.67723 1.13932 0.51331  -1.251
N: -1.62750 -1.10824 1.10075  -0.278
H: 2.43651 0.98162 -3.00053  0.254
H: 2.70036 1.06317 -1.26411  0.323
H: 0.14988 -1.86240 -0.99349  0.515
H: 1.33030 -1.17327 -0.29105  0.435
H: -0.12930 1.72046 -0.23344  0.299
H: -0.45716 1.83209 1.34700  0.356
H: -1.77584 1.34407 0.31408  0.314
H: -2.41483 -1.20391 0.37132  0.379
H: -1.99620 -0.43758 1.73005  0.384
H: -1.37266 -2.02703 1.38409  0.362

# 6
This record from OMol25 describes the ion C5H10N with charge +1. The level of theory is ωB97M-V/def2-TZVPD.

## Properties
E_tot = -250.9081 a.u.
total charge = +1
molar mass = 84.1 g/mol
SMILES string = CCC1=C[C@H]1[NH3+]
relative energy (zero: lowest compared OMol25 entry of this formula, charge and spin) = 255.1 kJ/mol
spin multiplicity = 1
HOMO = -0.5365 Eh

Last column: Mulliken charge in e.
Atoms and positions in Å:
C: 2.02061 -0.73833 0.15814  -1.019
C: 1.52113 0.73468 -0.04527  -0.005
C: 0.09866 1.00057 -0.03839  0.078
C: -1.01281 1.50524 -0.51179  -0.435
C: -1.36985 0.42027 0.47924  -0.593
N: -1.95163 -0.93411 -0.08661  -0.349
H: 2.85520 -0.79452 0.88524  0.303
H: 2.36959 -1.28884 -0.68256  0.313
H: 1.15481 -1.27868 0.66662  0.252
H: 1.94137 0.95777 -1.05691  0.260
H: 1.98395 1.45237 0.67049  0.302
H: -1.50885 2.11514 -1.20484  0.414
H: -1.87972 0.60318 1.36935  0.432
H: -2.64997 -0.69910 -0.80698  0.356
H: -2.35961 -1.57811 0.61827  0.363
H: -1.21290 -1.47754 -0.41398  0.328